This record from the Open Molecules 2025 dataset describes C28H34IrNO as an isolated structure in a non-equilibrium geometry. The level of theory is ωB97M-V with the def2-TZVPD basis set.

Properties
Charge: 0
Expectation value of S²: 6.02
HOMO-LUMO gap (alpha / beta) (eV): 6.266 / 6.457
Spin multiplicity: 5
Largest force on an atom (eV Å⁻¹): 10.0

Geometry (Å):
1 C 2.1844 0.0755 0.8584
2 C 2.2258 -0.6265 -0.3681
3 C 1.8628 0.2653 -1.4024
4 H 2.4748 -1.6657 -0.4877
5 C 1.6299 1.5261 -0.8150
6 C 1.8306 1.4094 0.5714
7 H 1.2924 2.4074 -1.3293
8 C -1.2979 -1.5280 1.2292
9 C -0.2009 -2.2452 0.7237
10 C -0.2959 -2.2489 -0.6847
11 H 0.5911 -2.6868 1.3047
12 C -1.4450 -1.5273 -1.0727
13 C -2.0617 -1.0879 0.1284
14 H 1.7981 0.0359 -2.4523
15 H 1.6594 2.1874 1.2947
16 H 2.3990 -0.3317 1.8320
17 H -2.9448 -0.4799 0.1986
18 H 0.4110 -2.7032 -1.3553
19 H -1.5021 -1.3167 2.2655
20 Ir 0.0000 0.0000 0.0000
21 C -1.9760 -1.3193 -2.4754
22 C -3.4844 -1.5905 -2.4550
23 C -1.2936 -2.2693 -3.4545
24 H -3.6789 -2.6009 -2.0978
25 H -3.9023 -1.4813 -3.4503
26 H -3.9970 -0.8994 -1.7875
27 H -1.4843 -3.3073 -3.1871
28 H -0.2150 -2.1143 -3.4643
29 H -1.6731 -2.1052 -4.4569
30 C -1.6790 0.1369 -2.8565
31 C -2.2168 0.6589 -4.1714
32 H -0.5944 0.2773 -2.8631
33 H -2.0357 0.7980 -2.0676
34 O -3.1241 0.1447 -4.8169
35 N -1.6157 1.8017 -4.6157
36 C -0.4291 2.4320 -4.0844
37 H -1.9400 2.0967 -5.5232
38 C 0.8884 1.8543 -4.5503
39 C 2.0701 2.4781 -4.1538
40 H 2.0242 3.3494 -3.5121
41 C 3.2999 1.9877 -4.5596
42 H 4.2075 2.4839 -4.2426
43 C 3.3693 0.8551 -5.3621
44 H 4.3295 0.4677 -5.6748
45 C 2.1994 0.2230 -5.7516
46 H 2.2421 -0.6606 -6.3746
47 C 0.9660 0.7220 -5.3502
48 H 0.0584 0.2276 -5.6682
49 H -0.4568 2.4064 -2.9961
50 H -0.4698 3.4876 -4.3540
51 C 1.2587 -0.7266 5.3215
52 C 0.0000 0.0000 4.8238
53 C -1.2576 -0.7269 5.3240
54 C 0.0006 1.4528 5.3233
55 C 0.0000 0.0000 3.3038
56 C 0.0000 0.0000 2.0000
57 H 1.2870 -0.7428 6.4325
58 H 2.1754 -0.2156 4.9544
59 H 1.2745 -1.7760 4.9546
60 H -1.2845 -0.7419 6.4351
61 H -2.1751 -0.2168 4.9577
62 H -1.2734 -1.7768 4.9586
63 H 0.9013 1.9914 4.9565
64 H -0.9006 1.9917 4.9579
65 H 0.0013 1.4840 6.4343

Cartesian forces (eV/Å) of the 6 atoms listed first:
2.091 0.337 -0.103
0.654 -0.218 0.061
0.370 0.088 -0.785
0.053 -0.068 -0.025
-0.390 0.078 -0.523
1.012 0.528 0.671

This record from the Open Molecules 2025 dataset describes C28H34N8O10S3Sc as an isolated structure. The level of theory is ωB97M-V with the def2-TZVPD basis set.

Properties
Charge: +1
Relative energy (zero: lowest compared OMol25 entry of this formula, charge and spin) (kcal/mol): 0.00
HOMO-LUMO gap (eV): 7.448
Largest force on an atom (eV Å⁻¹): 0.6

Geometry (Å):
1 Sc -0.7205 0.8606 -1.0244
2 N 4.6070 0.9690 4.5032
3 C 3.3957 0.7709 3.9142
4 C 2.2619 1.4690 4.3501
5 C 1.0375 1.2700 3.7456
6 C 0.9276 0.3726 2.6904
7 C 2.0423 -0.3489 2.2596
8 C 3.2619 -0.1522 2.8643
9 S -0.6061 0.1095 1.9169
10 O -0.1430 -0.2563 0.4947
11 O -1.3522 -0.9725 2.4810
12 N -1.4348 1.4097 1.9149
13 C -0.9902 2.6007 1.4263
14 N -1.2450 3.6859 2.1672
15 C -0.8312 4.8462 1.7049
16 C -0.1329 4.9973 0.5045
17 C 0.0602 3.8520 -0.2228
18 N -0.3754 2.6606 0.2200
19 H 4.7382 1.7174 5.1578
20 H 5.4329 0.5918 4.0762
21 H 2.3503 2.1771 5.1636
22 H 0.1749 1.8287 4.0832
23 H 1.9629 -1.0495 1.4425
24 H 4.1276 -0.6982 2.5120
25 H -1.0585 5.7115 2.3168
26 H 0.2126 5.9594 0.1625
27 H 0.5553 3.8526 -1.1890
28 C 3.9201 -4.5667 0.9505
29 C 4.2152 -4.1956 -0.4943
30 S 3.6984 -2.5327 -0.8159
31 O 2.2568 -2.4889 -0.8294
32 O 4.4231 -1.6477 0.0679
33 C 4.2307 -2.1883 -2.4956
34 C 4.5444 -0.7117 -2.7175
35 N 3.5344 0.1525 -2.0951
36 C 2.2202 0.1808 -2.4328
37 N 1.5220 0.9110 -1.5769
38 C 2.4105 1.3788 -0.6394
39 C 3.6479 0.9400 -0.9645
40 N 4.8596 1.2309 -0.2401
41 O 5.9272 0.9141 -0.7266
42 O 4.7141 1.8260 0.8035
43 C 1.6465 -0.5405 -3.5924
44 H 4.3664 -5.5374 1.1584
45 H 2.8487 -4.6363 1.1231
46 H 4.3445 -3.8382 1.6383
47 H 3.6568 -4.8195 -1.1931
48 H 5.2778 -4.2618 -0.7255
49 H 3.4169 -2.5286 -3.1331
50 H 5.1076 -2.7935 -2.7231
51 H 4.5692 -0.5019 -3.7880
52 H 5.5040 -0.4390 -2.2935
53 H 2.1197 1.9799 0.2028
54 H 2.3489 -0.5645 -4.4257
55 H 0.7505 -0.0189 -3.9225
56 H 1.3749 -1.5603 -3.3159
57 C -6.8722 -2.7104 2.4311
58 C -6.1937 -1.6649 1.5981
59 C -4.8070 -1.6320 1.4997
60 C -4.1680 -0.6771 0.7265
61 C -4.9326 0.2573 0.0468
62 C -6.3254 0.2523 0.1315
63 C -6.9412 -0.7115 0.9037
64 S -4.2038 1.5399 -0.8710
65 O -2.7516 1.3350 -0.7623
66 O -4.6746 2.8330 -0.5010
67 N -4.6626 1.3127 -2.4052
68 C -4.2720 0.1548 -3.2020
69 C -3.0112 0.3633 -4.0471
70 C -1.7965 0.4698 -3.1695
71 O -1.1522 1.5479 -3.0517
72 O -1.4888 -0.5174 -2.4237
73 H -6.3440 -2.8628 3.3712
74 H -6.8865 -3.6671 1.9058
75 H -7.9015 -2.4364 2.6533
76 H -4.2100 -2.3476 2.0479
77 H -3.0882 -0.6597 0.6918
78 H -6.9125 0.9978 -0.3843
79 H -8.0201 -0.7199 0.9838
80 H -4.8499 2.1895 -2.8727
81 H -5.1147 -0.0809 -3.8533
82 H -4.1451 -0.6918 -2.5253
83 H -3.0972 1.2556 -4.6659
84 H -2.8931 -0.5063 -4.6963

Cartesian forces (eV/Å) of the 6 atoms listed first:
0.349 0.085 -0.428
0.120 -0.076 0.086
-0.052 0.007 -0.058
-0.042 0.013 -0.007
0.057 0.088 0.030
0.111 -0.011 0.087

This record from the Open Molecules 2025 dataset describes C28H35AlBr3ClCsF13MgNO13SSi2 as an isolated structure in a non-equilibrium geometry. The level of theory is ωB97M-V with the def2-TZVPD basis set.

Properties
Charge: -1
HOMO-LUMO gap (eV): 1.188
Largest force on an atom (eV Å⁻¹): 9.9

Geometry (Å):
1 C -7.1919 0.5133 0.3016
2 C -6.0354 0.6395 -0.0617
3 C -4.5398 0.9184 -0.4352
4 C -4.1412 0.2788 -1.8483
5 C -3.2805 -1.0485 -1.6201
6 Si -1.5330 -1.0150 -2.3659
7 O -1.0800 0.6342 -2.8042
8 Si 0.2646 0.4104 -3.8857
9 Cl -0.3972 0.9289 -5.8287
10 C 1.7950 1.3735 -3.2656
11 C 2.6327 2.0293 -4.4357
12 C 3.9821 1.4371 -4.7562
13 C 4.7206 2.0767 -5.9172
14 C 4.1090 3.2275 -6.6496
15 C 4.8498 3.9169 -7.8895
16 C 2.7592 3.8234 -6.2946
17 C 2.0284 3.1918 -5.1562
18 H -8.1845 0.3939 0.8048
19 H -4.4022 2.0482 -0.4397
20 H -3.9187 0.4697 0.4018
21 H -5.0885 -0.0325 -2.3793
22 H -3.6421 1.0664 -2.4828
23 H -3.8300 -1.9126 -2.1262
24 H -3.1568 -1.3108 -0.5174
25 H -1.4770 -1.8548 -3.5895
26 H -0.5052 -1.4317 -1.3850
27 H 0.6379 -1.0170 -3.8877
28 H 1.5216 2.1366 -2.4647
29 H 2.4888 0.6045 -2.7747
30 H 4.4073 0.5677 -4.1634
31 H 5.7289 1.6463 -6.1747
32 H 5.7067 3.2392 -8.1863
33 H 4.1410 3.9982 -8.7646
34 H 5.1973 4.9310 -7.5167
35 H 2.3140 4.6766 -6.8692
36 H 1.0123 3.5707 -4.8634
37 O 4.4477 5.8329 -10.3170
38 H 4.4340 6.0973 -11.2447
39 H 4.3747 6.6654 -9.8353
40 F -9.4836 -1.9770 4.4651
41 C -8.3085 -1.3464 4.6185
42 C -7.3856 -1.3704 3.5857
43 C -6.1694 -0.7137 3.7400
44 C -5.8869 -0.0500 4.9282
45 C -6.8198 -0.0366 5.9614
46 C -8.0401 -0.6835 5.8050
47 H -7.6201 -1.8997 2.6693
48 H -5.4433 -0.7198 2.9346
49 H -4.9368 0.4580 5.0480
50 H -6.5963 0.4780 6.8891
51 H -8.7849 -0.6759 6.5992
52 Cs 1.5993 -1.8902 -4.9874
53 C 2.1721 4.3431 0.5099
54 Br 3.6604 4.8206 1.6721
55 Br 2.7487 4.0291 -1.3135
56 Br 1.1667 2.8466 1.2125
57 H 1.4995 5.1966 0.4886
58 F -11.9791 -2.5776 8.7717
59 Al -11.7331 -0.8427 8.8979
60 F -11.8245 -0.3583 10.5847
61 F -12.9744 -0.0055 7.9791
62 F -10.1376 -0.4249 8.2505
63 C -2.0043 -1.6806 7.3660
64 C -1.1118 -0.5367 7.8109
65 O -0.7039 0.1048 6.6018
66 S -1.8919 -0.0229 5.5098
67 O -2.6470 1.1850 5.5285
68 O -1.3452 -0.5738 4.3141
69 O -2.7514 -1.1662 6.2607
70 H -1.4124 -2.5289 7.0115
71 H -2.6748 -2.0133 8.1577
72 H -0.2552 -0.8781 8.3706
73 H -1.6708 0.1900 8.4075
74 Mg 3.7793 6.1077 4.1449
75 C 7.8181 -2.2269 -1.1487
76 C 6.4979 -2.8096 -1.6904
77 C 5.5769 -3.4499 -0.6519
78 F 6.1481 -4.4976 -0.0334
79 F 4.4530 -3.9241 -1.2527
80 F 6.7744 -3.6716 -2.6961
81 F 5.8128 -1.7733 -2.2642
82 O 8.9844 -3.0419 -1.2722
83 C 9.2121 -3.9997 -0.2694
84 C 9.1528 -5.4337 -0.8034
85 F 7.9558 -5.7056 -1.3662
86 F 9.3255 -6.3240 0.2023
87 F 8.3705 -3.7885 0.7605
88 F 10.4534 -3.7535 0.2059
89 H 8.0389 -1.3564 -1.7711
90 H 7.7098 -1.8237 -0.1392
91 H 5.2704 -2.7218 0.1039
92 H 9.9272 -5.6023 -1.5548
93 N -2.6151 -1.5794 -8.7190
94 O -1.4395 -1.5990 -8.2849
95 O -3.5285 -2.1078 -8.0587
96 O -2.8653 -1.0322 -9.8058
97 C 1.9299 0.8981 8.4120
98 O 2.9795 0.4586 7.9583
99 O 1.5346 2.0785 8.2933
100 O 1.0915 0.2356 9.0628

Cartesian forces (eV/Å) of the 6 atoms listed first:
0.405 -0.050 0.482
0.578 0.436 0.066
-1.489 -0.117 0.163
-0.498 -0.187 0.641
-0.236 -0.313 -0.274
-1.144 1.839 0.413

E, respectively: -1321.36463; -4233.06235; -13040.98752 Eh.